A molecular structure, C13H16N4O6PRu. Source: the OMol25 dataset; level of theory: ωB97M-V/def2-TZVPD.

Orbital gap (spin up / spin down) in Eh: 0.1482 / 0.2823
<S²>: 8.7891
2S+1: 6

Each line ends with the Mulliken spin population.
Cartesian coordinates (Å):
Ru 0.05256 -0.08653 -0.24991  2.729
O -0.08051 0.18467 5.78349  0.007
C -0.04394 0.12692 4.41865  -0.002
C 1.12693 0.58961 3.73834  0.261
C 1.09365 0.49779 2.37037  -0.059
N 0.04373 0.00157 1.75102  0.032
C -1.11826 -0.44256 2.34065  0.272
C -1.14097 -0.36908 3.77520  0.119
C -2.13409 -0.88241 1.43697  0.082
O -3.27522 -1.21857 1.74423  0.176
O -1.77126 -0.82954 0.09414  0.183
C 2.17662 0.94291 1.40772  -0.030
O 3.19988 1.45604 1.79277  0.015
O 1.86929 0.74740 0.12966  0.081
H 0.75764 0.52405 6.10597  0.001
H 1.98107 0.98204 4.27084  0.023
H -1.99394 -0.70486 4.34681  0.019
O 0.02636 -0.02244 -2.06202  0.932
C -4.09387 3.55335 0.49122  -0.001
N -3.64792 3.39798 -0.98217  0.006
C -2.80296 4.63809 -1.34328  0.004
N -1.72232 4.81296 -0.44227  0.007
C -2.21611 4.92208 0.92987  0.000
N -2.98305 3.75191 1.34587  0.003
C -2.15194 2.54451 1.46437  0.018
P -1.35295 2.07691 -0.14058  0.100
C -2.87553 2.13006 -1.18716  0.012
C -0.70462 3.75723 -0.57593  0.021
H -4.64027 2.64600 0.74510  0.001
H -4.75670 4.41961 0.49878  0.001
H -4.47874 3.38137 -1.57344  0.000
H -3.49290 5.48139 -1.29391  0.001
H -2.45512 4.48747 -2.36442  -0.001
H -2.85440 5.80509 1.00242  0.001
H -1.36609 5.04048 1.59879  -0.001
H -2.76025 1.70895 1.81823  -0.008
H -1.36748 2.70478 2.20654  0.005
H -3.50721 1.27992 -0.92224  -0.005
H -2.59603 2.05009 -2.23833  -0.005
H -0.32533 3.73933 -1.59944  0.003
H 0.13882 3.98171 0.07870  0.000